33
Properties=species:S:1:pos:R:3:forces:R:3 method="wB97M-V/def2-TZVPD" total_charge=+1 homo_energy_ev=-10.616 energy_ha=-4065.0574
C 3.1265 -1.7466 0.9319 -0.12 0.58 -0.03
C 3.0086 -0.7412 -0.2177 -0.02 -0.02 0.07
O 1.9190 -1.0088 -1.0673 -0.48 0.32 0.14
Ga 0.3866 -0.0358 -0.6548 0.51 -0.71 0.25
C 0.1990 -0.0144 1.4125 0.02 -0.01 -0.56
C 0.6301 1.9523 -1.2369 -0.05 -0.97 0.95
P -0.0568 2.9359 -0.0066 1.78 1.66 -2.27
O -0.5954 4.1959 -0.5381 -1.90 0.35 0.14
O -1.4414 2.1473 0.6245 -0.10 0.49 1.21
O 1.0044 3.2164 1.1449 -1.22 -1.12 0.62
B -1.2836 -0.8834 -1.6407 -0.32 -0.03 -0.20
O -1.2843 -1.0783 -2.9966 -0.41 0.84 0.22
C -2.6470 -1.3176 -0.8864 0.68 -0.10 -0.16
C -2.2848 -2.1587 0.3628 -0.50 0.94 -0.22
H 2.6380 -2.6621 0.6252 0.02 -0.31 0.03
H 2.6528 -1.3570 1.8286 -0.23 -0.14 0.15
H 4.1617 -1.9294 1.1924 0.24 -0.18 -0.03
H 2.9132 0.2740 0.1933 0.28 0.13 0.12
H 3.9372 -0.7619 -0.7863 0.06 0.02 -0.29
H 0.2927 -1.0354 1.7625 0.11 -0.17 0.16
H 0.9829 0.5745 1.8831 0.13 0.07 0.19
H -0.7792 0.3227 1.7652 -0.09 -0.26 0.30
H 1.6936 2.1595 -1.2585 0.25 -0.02 -0.05
H 0.1623 2.1717 -2.1851 -0.03 0.16 -0.21
H -1.3190 1.8545 1.5480 0.20 -0.51 -0.30
H 0.6391 3.0398 2.0278 0.64 0.22 0.07
H -2.2084 -1.0574 -3.2951 0.30 -0.73 -0.35
H -3.1962 -0.3789 -0.6041 -0.30 0.07 0.18
H -3.2951 -1.8894 -1.5515 -0.29 0.12 -0.11
H -2.2927 -1.4958 1.2188 0.18 -0.13 0.41
H -1.2814 -2.5510 0.2619 0.13 -0.27 0.03
H -3.0024 -2.9477 0.5301 -0.07 -0.26 0.06
Yb -3.3802 2.2064 -0.3877 0.63 -0.02 -0.51

118
Properties=species:S:1:pos:R:3:forces:R:3 method="wB97M-V/def2-TZVPD" homo_energy_ev=-9.360 energy_ha=-3617.9598
C 1.1503 -1.3010 0.5861 -0.31 1.42 1.33
C -0.1754 -0.4377 0.8655 2.03 -0.25 0.71
O -0.9563 -0.4732 -0.4230 -3.70 1.11 2.14
C -2.2731 -0.1408 0.0177 0.41 -2.71 -0.52
C -3.2380 -1.0760 0.5468 1.01 3.88 -1.85
C -3.0932 -2.6512 0.6908 0.73 -1.62 3.95
O -2.7542 -3.1203 1.8213 -1.03 2.20 -4.28
N -3.2789 -3.6263 -0.4042 -0.45 -0.05 2.13
C -2.8130 -4.9809 -0.0098 4.07 -2.95 -1.64
O -1.8149 -5.5124 -0.5561 -4.98 2.77 2.72
F -3.4897 -5.7832 0.9674 0.77 2.56 -2.14
C -4.3777 -0.0585 0.9960 -3.19 -0.67 2.05
O -5.4445 -0.2039 1.6336 4.52 -0.08 -2.65
O -4.0836 1.3127 0.6300 2.23 -1.49 -1.29
C -2.8295 1.3520 -0.0683 0.90 1.38 -0.20
O -2.3165 2.3712 -0.5830 -2.47 -4.34 2.25
H 1.7518 -0.7197 -0.2324 -1.28 -1.33 2.63
H 1.7783 -1.3461 1.5501 -1.18 0.04 -1.18
H 0.8549 -2.3595 0.2568 0.61 1.73 0.49
H -0.7879 -0.8092 1.7651 0.89 0.52 -1.93
H 0.1370 0.6590 1.0548 -0.66 -1.64 -0.27
H -4.2581 -3.6682 -0.7364 0.53 0.21 0.04
C 1.4292 -1.6489 -2.8835 0.18 0.27 -0.27
O 1.6477 -1.4696 -1.6898 0.32 -0.77 -2.91
N 1.7145 -0.7200 -3.8260 0.07 0.34 0.29
N 0.8819 -2.7935 -3.3612 -0.36 -0.81 0.20
H 1.5434 -0.8467 -4.8060 0.12 -0.06 0.14
H 2.1229 0.1461 -3.5099 -0.05 -0.05 -0.34
H 0.6550 -3.5096 -2.6893 0.01 0.12 -0.17
H 0.6947 -2.9606 -4.3330 0.05 0.05 0.10
C -0.8639 -0.8175 4.7401 0.28 0.09 0.15
O -0.5522 -0.5405 3.5880 -0.10 0.05 0.49
N -2.1261 -1.1614 5.0925 -0.85 -0.11 -0.21
N 0.0235 -0.8044 5.7594 0.46 0.47 0.00
H -2.4015 -1.3919 6.0299 0.11 -0.01 -0.08
H -2.8178 -1.1833 4.3600 0.13 -0.07 0.15
H 0.9743 -0.5539 5.5371 -0.16 -0.10 0.08
H -0.2114 -1.0290 6.7092 0.09 -0.26 -0.15
C -3.0056 6.0516 -2.3231 0.21 -0.14 0.19
O -2.8755 7.0245 -3.0542 -0.06 0.33 -0.04
N -2.0419 5.6527 -1.4638 0.66 0.17 0.20
N -4.1246 5.2902 -2.3120 -0.77 -0.12 -0.33
H -2.1285 4.8572 -0.8568 -0.03 -0.07 -0.07
H -1.1916 6.1946 -1.4424 -0.13 -0.10 0.06
H -4.8667 5.5554 -2.9395 0.16 -0.07 0.14
H -4.2496 4.4883 -1.7198 0.12 0.06 -0.02
C -7.3842 -5.1063 1.1766 0.19 0.08 -0.24
O -7.0379 -4.8485 0.0318 0.09 0.06 0.00
N -8.6624 -5.4169 1.5014 -0.80 -0.14 -0.19
N -6.5191 -5.1028 2.2179 0.68 0.13 0.31
H -8.9662 -5.6311 2.4338 0.07 0.03 -0.09
H -9.3361 -5.4296 0.7526 0.13 0.00 0.17
H -5.5582 -4.8759 2.0137 -0.14 -0.13 0.11
H -6.7803 -5.3105 3.1647 0.01 0.02 -0.11
C 1.2723 8.3331 -2.4444 -0.21 0.13 0.37
O 1.3046 8.3489 -1.2222 0.02 -0.11 -0.05
N 0.1244 8.4763 -3.1468 -0.62 0.15 -0.04
N 2.3845 8.1698 -3.2034 0.91 -0.20 -0.20
H 0.0766 8.4652 -4.1505 -0.06 -0.13 0.06
H -0.7253 8.5995 -2.6184 0.07 -0.10 -0.19
H 3.2599 8.0597 -2.7171 -0.19 0.05 -0.11
H 2.3792 8.1537 -4.2074 -0.05 0.02 0.09
C 1.2885 -4.0426 7.3339 0.02 -0.45 -0.50
O 0.7332 -2.9638 7.5180 -0.05 0.16 0.30
N 2.0278 -4.6546 8.2860 0.19 0.08 0.89
N 1.2098 -4.7128 6.1647 -0.27 0.18 -0.53
H 2.4896 -5.5365 8.1550 -0.08 0.07 -0.01
H 2.1118 -4.1859 9.1739 0.27 -0.04 -0.24
H 0.6670 -4.2896 5.4282 0.12 -0.10 0.11
H 1.6566 -5.5957 5.9949 -0.07 0.07 0.07
C 1.4434 2.6923 -4.6325 -0.13 0.30 0.05
O 2.3362 1.8519 -4.7014 0.18 -0.09 -0.27
N 0.1967 2.4756 -5.1121 -0.38 -0.49 -0.34
N 1.6288 3.9083 -4.0711 0.49 0.33 0.29
H -0.5460 3.1507 -5.0650 0.09 0.02 -0.01
H 0.0175 1.5811 -5.5382 -0.04 0.21 0.13
H 2.5446 4.1086 -3.7016 -0.21 -0.02 -0.05
H 0.9121 4.6095 -4.0049 0.00 -0.05 -0.05
C 4.0503 -0.8159 -7.5267 0.50 0.32 0.07
O 4.5993 -1.6796 -8.1974 -0.03 -0.31 0.07
N 2.7230 -0.8359 -7.2518 -1.09 -0.45 0.01
N 4.7199 0.2343 -7.0008 0.54 0.33 0.03
H 2.2555 -0.1354 -6.7033 0.23 0.15 -0.08
H 2.1879 -1.6031 -7.6258 0.15 0.18 0.01
H 5.7123 0.2849 -7.1829 -0.07 -0.07 0.05
H 4.2873 0.9537 -6.4469 -0.09 -0.11 0.05
C -1.5400 -5.7022 9.3180 0.35 -0.28 -0.25
O -0.9973 -6.5679 8.6484 -0.06 0.07 0.05
N -2.8670 -5.7181 9.5971 -0.86 -0.27 -0.01
N -0.8640 -4.6507 9.8399 0.59 0.40 0.34
H -3.3318 -5.0169 10.1449 0.08 -0.07 -0.05
H -3.4047 -6.4848 9.2262 0.12 0.17 0.09
H 0.1262 -4.6039 9.6541 -0.37 -0.01 -0.05
H -1.2907 -3.9291 10.3920 0.01 -0.08 -0.10
C 4.1336 -0.8982 7.5692 0.08 -0.29 -0.25
O 4.6712 -1.7679 6.9008 -0.03 0.07 0.09
N 2.8083 -0.9082 7.8517 -0.56 -0.21 -0.13
N 4.8166 0.1533 8.0868 0.75 0.52 0.21
H 2.3479 -0.2035 8.3989 0.09 -0.05 -0.04
H 2.2641 -1.6767 7.4831 -0.13 0.10 0.24
H 5.8053 0.1959 7.8983 -0.22 0.01 0.04
H 4.3941 0.8780 8.6381 0.02 -0.09 -0.08
C 8.0757 -1.8291 -6.3526 -0.29 0.10 -0.25
O 8.1744 -0.8391 -7.0645 0.00 0.10 0.11
N 9.0584 -2.2190 -5.5027 0.88 0.07 0.42
N 6.9782 -2.6206 -6.3508 -0.54 -0.15 -0.14
H 8.9974 -3.0271 -4.9105 -0.04 0.08 -0.08
H 9.8921 -1.6545 -5.4753 -0.18 -0.14 0.00
H 6.2247 -2.3622 -6.9713 -0.10 -0.05 -0.15
H 6.8774 -3.4360 -5.7741 0.08 0.11 -0.03
C -1.9980 7.5936 -6.4898 -0.07 -0.05 0.36
O -1.2985 6.6499 -6.1458 0.17 -0.01 -0.08
N -2.6621 8.3728 -5.6042 0.08 0.32 0.54
N -2.1682 7.9406 -7.7901 0.16 -0.12 -0.93
H -3.2394 9.1508 -5.8675 0.08 -0.10 -0.07
H -2.5610 8.1459 -4.6240 -0.28 -0.22 -0.05
H -1.6896 7.3842 -8.4801 -0.12 0.13 0.13
H -2.7368 8.7101 -8.0938 0.05 -0.08 0.08

4
Properties=species:S:1:pos:R:3:forces:R:3 method="wB97M-V/def2-TZVPD" total_charge=-1 e_above_lowest_kj_mol=90.2 homo_energy_ev=-5.277 energy_ha=-4172.2652
Ca 1.0099 0.2956 -0.2668 -2.39 -0.31 1.15
Cl -1.1331 1.9289 0.4024 1.04 -0.08 -0.46
Cl 0.4171 -1.0070 2.0096 0.79 0.23 -0.60
Br -0.2939 -1.2175 -2.1452 0.56 0.16 -0.10

15
Properties=species:S:1:pos:R:3:forces:R:3 method="wB97M-V/def2-TZVPD" total_charge=-1 e_above_lowest_kj_mol=40.2 s_squared=0.750 homo_energy_ev="1.115 / -5.567" multiplicity=2 energy_ha=-266.8770
C 1.3059 1.7778 -0.9978 0.47 -1.08 0.02
O 1.3051 0.9788 0.1887 0.08 0.69 0.14
H 1.4654 1.0611 -1.8122 -0.20 0.24 -0.16
H 0.3743 2.3209 -1.1490 -0.07 0.12 0.06
H 2.1554 2.4648 -1.0120 -0.12 0.22 0.05
H 1.7981 1.4919 0.8682 -0.13 -0.24 -0.02
N -0.1824 -2.0303 0.2868 0.46 -0.16 0.13
C -1.0992 -1.0555 -0.2215 -0.34 0.99 0.25
N -1.5329 -0.0479 0.7645 -0.83 -1.07 0.35
H 0.6074 -1.5797 0.7339 0.21 0.27 -0.28
H -0.6242 -2.5517 1.0264 -0.28 -0.16 0.18
H -0.6789 -0.5131 -1.0702 0.34 -0.45 -0.25
H -1.9895 -1.5955 -0.5425 -0.11 0.06 -0.20
H -2.1433 0.6198 0.3130 0.16 0.26 0.09
H -0.7535 0.4161 1.2008 0.35 0.32 -0.34

In order of appearance, F_max = 0.0646 0.1227 0.0519 0.0272 Eh/bohr.